No. 1
DFT (ωB97M-V with the def2-TZVPD basis set) results for a cluster of 2 separate species, C3H7BrN3 in total at a distorted geometry.

The geometry in XYZ format:
```
14
Properties=species:S:1:pos:R:3
H 1.8507 1.7583 -0.4222
H -0.8366 1.8463 0.6919
H -1.4058 -4.1911 0.4678
H 0.7664 2.3301 -1.8417
N 0.1498 0.0631 0.5358
N -0.5986 -3.9831 0.9337
N 0.1892 -3.2229 1.3090
C -0.1974 -1.1140 0.2566
H 1.0234 0.1036 1.1710
H 0.7998 3.2760 -0.3446
H -0.9665 1.0636 -0.8407
Br -1.3562 -1.4598 -1.1603
C -0.2787 1.3162 -0.0746
C 0.8606 2.2136 -0.6816
```

Results
* net charge: +1
* energy above the lowest of the compared OMol25 structures with the same formula, charge and spin: 91.9 kcal/mol

Atom-resolved charges from Mulliken, all expressed in e: number 1, H, carries 0.3011; number 2, H, carries 0.3193; number 3, H, carries 0.3246; number 4, H, carries 0.2669; number 5, N, carries -0.1399; number 6, N, carries 0.1577; number 7, N, carries 0.0780; number 8, C, carries 0.1711; number 9, H, carries 0.3249; number 10, H, carries 0.2823; number 11, H, carries 0.2515; number 12, Br, carries -0.0955; number 13, C, carries -0.3109; number 14, C, carries -0.9312

---

No. 2
DFT (ωB97M-V with the def2-TZVPD basis set) results for a cluster of 2 separate species, C3H7BrNO in total at a distorted geometry.

The geometry in XYZ format:
```
13
Properties=species:S:1:pos:R:3
H 2.0730 -2.9385 0.5137
Br 0.0385 1.8115 1.7155
C -1.2171 0.5406 0.8707
O -1.8363 0.9080 -0.2452
H 0.7900 -0.8716 1.1189
H -2.2830 1.9752 -1.9041
C -1.5498 1.7998 -1.1588
N 1.8320 -2.1689 -0.1273
H 2.2872 -2.3435 -1.0118
H -1.8889 0.0838 1.6413
H -0.7523 2.5481 -0.8844
H 1.3075 -0.3003 -0.6912
C 1.1992 -1.0443 0.1628
```

Results
* net charge: +1
* energy above the lowest of the compared OMol25 structures with the same formula, charge and spin: 102.0 kcal/mol

Atom-resolved charges from Mulliken, all expressed in e: number 1, H, carries 0.2895; number 2, Br, carries -0.1006; number 3, C, carries -0.3207; number 4, O, carries -0.1660; number 5, H, carries 0.3408; number 6, H, carries 0.3136; number 7, C, carries -0.2591; number 8, N, carries -0.2150; number 9, H, carries 0.2789; number 10, H, carries 0.3843; number 11, H, carries 0.2187; number 12, H, carries 0.2667; number 13, C, carries -0.0310

---

No. 3
DFT (ωB97M-V with the def2-TZVPD basis set) results for a cluster of 2 separate species, C3H7BrNS in total at a distorted geometry.

The geometry in XYZ format:
```
13
Properties=species:S:1:pos:R:3
H 2.0014 2.1065 0.4446
C 3.1187 0.8247 -0.6926
S -1.4402 -2.3045 0.3887
H 0.1416 -0.6375 0.0280
N 2.3274 1.9042 -0.4472
C -2.5514 -1.1855 -0.1707
H 1.0026 -2.0619 0.5082
H -3.4862 -1.5460 -0.4633
C 0.0874 -1.6504 0.2545
Br 2.9823 -0.6336 0.4742
H -2.1601 -0.3040 -0.7340
H 3.9525 0.8071 -1.4168
H 2.5330 2.6911 -1.0273
```

Results
* net charge: +1
* energy above the lowest of the compared OMol25 structures with the same formula, charge and spin: 88.5 kcal/mol

Atom-resolved charges from Mulliken, all expressed in e: number 1, H, carries 0.2783; number 2, C, carries 0.1116; number 3, S, carries 0.1412; number 4, H, carries -0.0266; number 5, N, carries -0.2424; number 6, C, carries -0.6022; number 7, H, carries 0.2259; number 8, H, carries 0.3479; number 9, C, carries -0.2921; number 10, Br, carries 0.1335; number 11, H, carries 0.2284; number 12, H, carries 0.4039; number 13, H, carries 0.2925

---

No. 4
DFT (ωB97M-V with the def2-TZVPD basis set) results for an isolated molecule of C3H7Cl2N at a distorted geometry.

The geometry in XYZ format:
```
13
Properties=species:S:1:pos:R:3
C 1.1801 -0.6283 0.0906
H 1.3193 -0.9872 1.1213
H -1.0154 1.8357 -0.1823
H -1.1083 -0.4393 1.1405
H 0.9929 -1.6137 -0.6575
H 0.2140 0.4214 -1.6096
Cl -2.4756 0.1011 -0.4020
H 0.1227 1.5586 1.0737
C 0.1011 0.3521 -0.4562
Cl 2.7559 0.1625 -0.3770
H -1.1274 -1.7018 0.0773
N 0.0070 1.5810 0.1289
C -0.9664 -0.6421 0.0522
```

Results
* SMILES: NC(CCl)CCl
* energy above the lowest of the compared OMol25 structures with the same formula, charge and spin: 55.2 kcal/mol

Atom-resolved charges from Mulliken, all expressed in e: number 1, C, carries -0.6083; number 2, H, carries 0.3812; number 3, H, carries 0.3474; number 4, H, carries 0.2680; number 5, H, carries 0.2968; number 6, H, carries 0.2874; number 7, Cl, carries -0.2322; number 8, H, carries 0.2303; number 9, C, carries -0.2196; number 10, Cl, carries -0.2094; number 11, H, carries 0.4515; number 12, N, carries -0.5024; number 13, C, carries -0.4906

---

No. 5
DFT (ωB97M-V with the def2-TZVPD basis set) results for an isolated molecule of C3H7Cl2N at a distorted geometry.

The geometry in XYZ format:
```
13
Properties=species:S:1:pos:R:3
C 1.2593 0.4691 -0.6943
H 2.2125 0.3318 -1.1349
Cl 0.9714 -2.3410 -0.8020
H -2.5243 0.5565 0.5218
C -1.3768 0.5206 0.3496
H 1.2984 1.1968 0.0083
H -1.2229 1.2902 -0.3188
C 0.5668 -0.7139 -0.0388
H 0.7915 0.8248 -1.6451
H -1.1584 -1.4614 0.7396
Cl 1.2205 -0.8839 1.5867
H -1.1673 0.9861 1.3743
N -0.8707 -0.7755 0.0535
```

Results
* SMILES: CNC(C)(Cl)Cl
* energy above the lowest of the compared OMol25 structures with the same formula, charge and spin: 24.7 kcal/mol

Atom-resolved charges from Mulliken, all expressed in e: number 1, C, carries -1.4372; number 2, H, carries 0.4067; number 3, Cl, carries -0.2035; number 4, H, carries 0.3107; number 5, C, carries -0.9279; number 6, H, carries 0.4358; number 7, H, carries 0.3488; number 8, C, carries 0.6689; number 9, H, carries 0.3428; number 10, H, carries 0.2824; number 11, Cl, carries -0.1885; number 12, H, carries 0.3026; number 13, N, carries -0.3418

---

No. 6
DFT (ωB97M-V with the def2-TZVPD basis set) results for a cluster of 2 separate species, C3H7Cl2N in total.

The geometry in XYZ format:
```
13
Properties=species:S:1:pos:R:3
H 1.2060 1.8250 1.4782
H -2.7160 -0.3857 0.1814
H -1.2675 -0.8744 1.0735
Cl 3.0485 -0.4412 -0.3888
H 0.0756 -0.8778 -0.9717
H -1.3805 -0.5780 -1.9705
Cl -0.6965 1.3286 -0.8242
C -0.9158 -0.4380 -0.9949
H 2.8288 1.8624 0.8754
C 1.6902 0.1807 0.4831
N 1.9541 1.3495 0.9903
C -1.7895 -0.9532 0.1244
H -2.0372 -1.9979 -0.0564
```

Results
* energy above the lowest of the compared OMol25 structures with the same formula, charge and spin: 38.5 kcal/mol

Atom-resolved charges from Mulliken, all expressed in e: number 1, H, carries 0.2576; number 2, H, carries 0.3163; number 3, H, carries 0.2671; number 4, Cl, carries -0.2052; number 5, H, carries 0.2204; number 6, H, carries 0.3400; number 7, Cl, carries -0.2370; number 8, C, carries -0.1800; number 9, H, carries 0.1942; number 10, C, carries 0.0003; number 11, N, carries -0.2745; number 12, C, carries -1.0007; number 13, H, carries 0.3017

---

No. 7
DFT (ωB97M-V with the def2-TZVPD basis set) results for a structure of composition C3H7Cl2NO at a distorted geometry.

The geometry in XYZ format:
```
14
Properties=species:S:1:pos:R:3
H -1.9747 -0.3506 1.1254
H -0.3976 1.4427 -0.0105
H -2.6126 0.6793 -0.0844
N 0.6652 -0.5416 0.4984
Cl 3.0558 -0.8831 1.5159
H -0.5927 -0.3301 -2.2578
O -0.3007 0.4440 -1.6974
H 2.3533 -0.4178 -0.6914
H -2.1633 -1.1365 -0.4937
Cl 2.2588 1.7407 0.5586
C 1.9193 -0.0957 0.3152
H 0.4555 -0.7900 1.5073
C -0.7098 0.4635 -0.3725
C -1.9565 -0.2249 0.0868
```

Results
* energy above the lowest of the compared OMol25 structures with the same formula, charge and spin: 54.5 kcal/mol

Atom-resolved charges from Mulliken, all expressed in e: number 1, H, carries 0.3536; number 2, H, carries 0.4171; number 3, H, carries 0.3013; number 4, N, carries -0.4476; number 5, Cl, carries -0.2030; number 6, H, carries 0.3325; number 7, O, carries -0.4756; number 8, H, carries 0.3198; number 9, H, carries 0.3356; number 10, Cl, carries -0.2617; number 11, C, carries -0.0008; number 12, H, carries 0.2438; number 13, C, carries 0.1656; number 14, C, carries -1.0804

---

No. 8
DFT (ωB97M-V with the def2-TZVPD basis set) results for an isolated molecule of C3H7Cl3NPSi at a distorted geometry.

The geometry in XYZ format:
```
16
Properties=species:S:1:pos:R:3
Cl 0.6305 -2.6128 -0.9334
N 2.4789 1.3534 1.3844
C 0.0162 -1.7728 0.5157
H -2.2809 0.0453 1.0741
Cl 1.2517 -1.8050 1.8010
H -2.0449 1.3020 -0.1318
H 0.8031 0.2832 -2.4117
Si -0.0798 0.1296 0.0099
H 3.4986 1.6995 1.4071
C -0.1809 0.3736 -1.8672
H -0.9003 1.2768 -2.2128
Cl -1.5013 -2.5600 0.9445
H -0.7235 -0.4569 -2.1491
C -1.7242 0.8655 0.7460
P 2.2829 0.3320 0.2345
H -1.5260 1.5464 1.5888
```

Results
* SMILES: [H]/N=P/[Si](C)(C)C(Cl)(Cl)Cl
* energy above the lowest of the compared OMol25 structures with the same formula, charge and spin: 8.9 kcal/mol

Atom-resolved charges from Mulliken, all expressed in e: number 1, Cl, carries -0.1300; number 2, N, carries -0.4749; number 3, C, carries 0.2026; number 4, H, carries 0.3716; number 5, Cl, carries -0.1265; number 6, H, carries 0.3163; number 7, H, carries 0.3582; number 8, Si, carries 0.5250; number 9, H, carries 0.2552; number 10, C, carries -1.1499; number 11, H, carries 0.2570; number 12, Cl, carries -0.1548; number 13, H, carries 0.4155; number 14, C, carries -1.0921; number 15, P, carries 0.1162; number 16, H, carries 0.3106

---

no.,total energy (eV)
1,-77726.099
2,-76793.006
3,-85580.820
4,-29757.279
5,-29758.601
6,-29758.003
7,-31805.153
8,-59446.779